{"formula": "C22H28N4O4", "method": "ωB97M-V/def2-TZVPD", "symbols": ["C", "C", "C", "C", "N", "C", "C", "C", "C", "C", "C", "N", "O", "O", "H", "C", "N", "C", "O", "C", "C", "C", "C", "C", "C", "H", "C", "H", "H", "H", "H", "C", "H", "H", "H", "H", "H", "H", "C", "C", "O", "N", "H", "H", "H", "H", "H", "H", "H", "H", "H", "H", "H", "H", "H", "H", "H", "H"], "xyz": [[4.081, -3.475, -5.492], [4.333, -2.135, -4.813], [4.199, -2.240, -3.297], [4.465, -0.896, -2.609], [4.360, -0.987, -1.175], [3.222, -1.008, -0.462], [1.962, -0.772, -1.057], [0.808, -0.750, -0.323], [0.813, -0.963, 1.065], [2.020, -1.209, 1.669], [3.217, -1.242, 0.939], [4.388, -1.538, 1.673], [4.288, -1.753, 2.868], [5.472, -1.580, 1.088], [2.096, -1.395, 2.728], [-0.506, -0.924, 1.800], [-1.252, 0.251, 1.388], [-2.586, 0.172, 1.135], [-3.168, -0.897, 1.074], [-3.259, 1.477, 0.912], [-4.595, 1.588, 1.272], [-5.278, 2.784, 1.103], [-4.604, 3.862, 0.551], [-3.272, 3.766, 0.162], [-2.602, 2.568, 0.350], [-1.573, 2.480, 0.030], [-2.577, 4.953, -0.434], [-3.212, 5.441, -1.172], [-2.351, 5.682, 0.344], [-1.644, 4.662, -0.911], [-5.124, 4.800, 0.411], [-6.711, 2.899, 1.526], [-7.277, 2.030, 1.200], [-6.773, 2.949, 2.614], [-7.170, 3.795, 1.116], [-5.092, 0.726, 1.690], [-0.865, 1.145, 1.649], [-1.120, -1.773, 1.466], [-0.383, -0.958, 3.332], [-1.755, -0.677, 3.938], [-2.063, 0.408, 4.380], [-2.586, -1.741, 3.956], [-3.548, -1.576, 4.207], [-2.398, -2.553, 3.394], [-0.016, -1.928, 3.664], [0.296, -0.172, 3.667], [-0.135, -0.569, -0.816], [1.908, -0.608, -2.120], [5.198, -1.241, -0.657], [3.775, -0.137, -2.988], [5.481, -0.566, -2.838], [4.909, -2.978, -2.917], [3.194, -2.584, -3.040], [3.621, -1.397, -5.190], [5.336, -1.784, -5.063], [4.795, -4.219, -5.146], [4.179, -3.381, -6.571], [3.078, -3.834, -5.269]], "nbo_charge": [-0.599, -0.394, -0.404, -0.211, -0.588, 0.313, -0.310, -0.117, -0.099, -0.147, -0.082, 0.528, -0.391, -0.436, 0.249, -0.055, -0.625, 0.679, -0.634, -0.138, -0.172, -0.003, -0.202, -0.010, -0.168, 0.199, -0.630, 0.218, 0.222, 0.213, 0.204, -0.627, 0.221, 0.224, 0.214, 0.225, 0.406, 0.239, -0.515, 0.683, -0.616, -0.811, 0.404, 0.394, 0.227, 0.234, 0.225, 0.219, 0.435, 0.191, 0.207, 0.202, 0.200, 0.194, 0.196, 0.203, 0.210, 0.202], "homo_ha": -0.304, "energy_ha": -1375.09768, "charge": 0, "smiles": "CCCCNc1ccc([C@@H](CC(N)=O)NC(=O)c2cc(C)cc(C)c2)cc1[N+](=O)[O-]", "lumo_energy_ha": -0.01644}

=====

{"formula": "C22H28N4OS", "method": "ωB97M-V/def2-TZVPD", "symbols": ["C", "H", "O", "C", "C", "N", "C", "N", "C", "H", "H", "C", "C", "C", "N", "C", "C", "C", "C", "C", "C", "H", "C", "H", "H", "H", "H", "H", "H", "C", "H", "H", "H", "H", "H", "C", "C", "C", "N", "C", "C", "C", "H", "H", "H", "H", "H", "H", "S", "H", "H", "H", "H", "H", "H", "H"], "xyz": [[-3.124, -2.962, 1.272], [-3.982, -3.366, 1.821], [-3.477, -2.658, -0.059], [-4.587, -1.798, -0.192], [-4.249, -0.340, 0.134], [-3.068, 0.015, -0.616], [-2.518, 1.248, -0.546], [-1.303, 1.435, -1.117], [-0.795, 2.781, -1.308], [-1.347, 3.415, -0.612], [-1.032, 3.116, -2.328], [0.715, 2.944, -1.070], [1.240, 2.162, 0.089], [0.858, 2.266, 1.402], [1.573, 1.366, 2.152], [2.417, 0.664, 1.343], [3.314, -0.354, 1.631], [4.038, -0.885, 0.587], [3.891, -0.421, -0.728], [3.000, 0.593, -1.008], [2.243, 1.147, 0.025], [2.895, 0.954, -2.023], [4.713, -1.050, -1.817], [4.497, -2.116, -1.889], [5.776, -0.941, -1.604], [4.505, -0.588, -2.779], [4.741, -1.682, 0.779], [3.435, -0.721, 2.640], [1.444, 1.208, 3.136], [-0.137, 3.171, 2.033], [-0.009, 4.188, 1.666], [-0.022, 3.172, 3.115], [-1.157, 2.865, 1.797], [0.893, 4.013, -0.915], [1.273, 2.657, -1.964], [-0.598, 0.332, -1.729], [-0.089, -0.701, -0.748], [-0.353, -0.661, 0.617], [0.088, -1.560, 1.479], [0.833, -2.551, 1.025], [1.169, -2.692, -0.312], [0.696, -1.752, -1.209], [0.936, -1.826, -2.261], [1.785, -3.513, -0.642], [1.173, -3.259, 1.769], [-0.938, 0.138, 1.052], [0.260, 0.742, -2.263], [-1.235, -0.163, -2.478], [-3.359, 2.468, 0.209], [-2.491, -0.786, -0.834], [-4.080, -0.207, 1.211], [-5.077, 0.313, -0.153], [-4.879, -1.877, -1.242], [-5.420, -2.134, 0.439], [-2.732, -2.091, 1.805], [-2.341, -3.717, 1.214]], "nbo_charge": [-0.254, 0.165, -0.548, -0.073, -0.247, -0.626, 0.324, -0.440, -0.217, 0.253, 0.191, -0.444, -0.071, 0.185, -0.534, 0.189, -0.239, -0.225, -0.029, -0.225, -0.104, 0.201, -0.623, 0.210, 0.216, 0.209, 0.206, 0.213, 0.413, -0.666, 0.227, 0.216, 0.256, 0.227, 0.205, -0.245, -0.082, 0.038, -0.438, 0.032, -0.245, -0.158, 0.213, 0.220, 0.192, 0.202, 0.231, 0.211, -0.303, 0.418, 0.200, 0.230, 0.191, 0.176, 0.177, 0.198], "homo_ha": -0.280, "energy_ha": -1547.60069, "charge": 0, "smiles": "COCCNC(=S)N(CCc1c(C)[nH]c2ccc(C)cc12)Cc1cccnc1", "lumo_energy_ha": 0.02585}